1.
Formula: C18H27NO3P
Source: OMol25
Level of theory: ωB97M-V/def2-TZVPD

```
50
Properties=species:S:1:pos:R:3:forces:R:3
C -1.814058 1.381199 3.865344 -0.103 -0.103 0.126
C -2.831537 1.049796 3.318140 0.093 0.285 -0.416
C -3.975915 0.713137 2.462437 0.695 -0.080 0.494
P -3.569693 -0.439211 1.046030 -0.337 -0.401 -0.323
C -2.276189 -1.496944 1.820835 -0.148 0.090 -0.021
C -1.827495 -2.634167 0.900003 0.217 -0.159 0.304
C -1.138455 -3.761220 1.686233 0.039 0.259 0.278
O 0.279921 -3.699162 1.564158 0.000 -0.172 -0.077
C -2.678580 0.580818 -0.221676 0.123 0.592 0.258
C -2.309739 2.045869 0.147487 0.311 0.186 -0.054
C -0.878822 2.362540 -0.264602 0.342 0.427 -0.113
O -0.603462 2.638633 -1.405252 -0.038 -0.253 -0.103
N 0.094384 2.350494 0.748884 -0.543 -0.929 0.092
C 1.255201 1.493453 0.550001 0.170 0.525 -0.164
C 2.495734 2.071624 0.334978 0.232 0.126 0.084
C 3.635290 1.285965 0.234520 -0.214 -0.017 0.056
C 3.527941 -0.091409 0.338343 -0.037 -0.177 -0.072
C 2.281442 -0.676475 0.498208 0.025 0.105 0.147
C 1.144060 0.114625 0.607453 0.095 -0.196 0.077
H -0.922332 1.664006 4.372704 -0.029 -0.027 0.029
H -4.403713 1.641234 2.083893 -0.214 -0.105 -0.075
H -4.719411 0.185524 3.060952 -0.156 0.100 -0.091
H -2.771892 -1.935944 2.694502 -0.034 0.043 0.014
H -1.435490 -0.917105 2.205111 0.087 -0.002 -0.060
H -2.682541 -3.040093 0.355909 -0.032 0.058 -0.034
H -1.090842 -2.281283 0.175560 -0.143 0.011 -0.153
H -1.481941 -4.743355 1.356431 0.165 0.000 -0.185
H -1.400795 -3.679686 2.746379 -0.139 -0.067 -0.027
H 0.656820 -3.377955 2.385962 0.001 0.073 -0.040
H -3.343726 0.619797 -1.082205 0.020 -0.080 -0.040
H -1.784591 0.060494 -0.572090 -0.042 -0.209 0.140
H -2.936478 2.727423 -0.425206 -0.107 0.027 0.133
H -2.412755 2.260704 1.209004 -0.159 -0.033 0.006
H -0.328437 2.137612 1.644323 -0.031 -0.026 -0.004
H 2.573190 3.148085 0.255979 -0.089 0.005 -0.006
H 4.598092 1.750903 0.082614 -0.001 -0.029 -0.138
H 4.401061 -0.725290 0.272976 0.047 0.094 -0.141
H 2.186023 -1.753096 0.557421 -0.021 -0.021 -0.077
H 0.187932 -0.373780 0.742832 -0.152 0.120 0.013
C 2.656883 -0.996287 -4.352354 -0.405 -0.230 -0.031
C 2.635376 0.064527 -3.225368 0.542 0.299 -0.519
C 1.899167 1.310165 -3.765092 -0.427 -0.053 -0.007
O 3.883554 0.370941 -2.820406 -0.072 -0.158 0.432
H 3.221401 -0.619196 -5.210118 0.075 0.064 0.054
H 3.138356 -1.911471 -3.997843 0.072 0.050 0.034
H 1.643165 -1.259537 -4.697436 0.039 0.003 0.006
H 1.955595 -0.365420 -2.432488 0.088 0.010 0.122
H 2.451476 1.728379 -4.612379 0.103 -0.035 0.028
H 1.825152 2.072200 -2.987216 0.062 -0.014 0.022
H 0.875549 1.079712 -4.101672 0.029 0.024 0.020
```
Forces are in eV/Å.

For the strongest force on any atom, the calculation gives 0.021 Eh/bohr. The calculation puts the LUMO energy at 2.38 eV. As for the total charge: -1. The total energy comes out at -1323.8147 Ha. As for the HOMO-LUMO gap: 4.7 eV.

Mulliken atomic charge list, values in e, 5 entries: C -0.11; C -0.12; C -1.06; P -0.24; C -0.93

---

2.
Formula: C18H27O10
Source: OMol25
Level of theory: ωB97M-V/def2-TZVPD

```
55
Properties=species:S:1:pos:R:3:forces:R:3
C -0.271927 1.710277 -1.180449 1.032 -0.544 0.529
C -0.395323 3.209321 -1.266813 -0.638 2.303 -0.219
O 0.567541 3.895805 -1.706335 0.245 -0.841 0.210
O -1.498209 3.683686 -0.875909 0.321 -0.691 -0.107
H -0.347271 1.466967 -0.114881 -0.603 -0.292 -0.114
H 0.728746 1.355029 -1.447899 -0.141 0.061 -0.464
H -1.036637 1.238629 -1.796512 -0.089 -0.194 0.216
O 0.777732 2.430458 5.435187 -0.174 -0.004 0.214
C 0.584408 1.413122 4.832885 1.026 -0.301 0.037
O -0.370802 1.277604 3.913565 -0.598 0.737 -0.727
C -0.184834 0.104370 3.110813 -0.005 -0.744 0.326
C 0.492949 -0.826302 4.080815 1.606 -0.979 0.626
C 1.398739 0.108131 4.907177 -0.789 0.275 0.248
H 0.468097 0.267052 2.248350 -0.011 0.456 0.144
H -1.128371 -0.256992 2.717356 -0.184 0.200 0.281
H 1.047945 -1.649712 3.623001 -0.091 0.190 -0.247
H -0.113409 -1.295204 4.856812 -0.770 0.085 -0.539
H 2.429758 0.309094 4.615954 -0.105 -0.130 -0.470
H 1.437348 -0.244497 5.936952 0.085 0.253 0.092
O -3.026561 1.724447 -5.237312 -0.231 -0.392 0.127
C -2.990693 0.761887 -4.519965 0.521 1.595 -0.598
O -2.109142 -0.233001 -4.766989 -0.402 -0.397 -0.129
C -2.208476 -1.280609 -3.805088 0.998 0.304 0.506
C -3.256430 -0.850398 -2.787445 -0.700 0.240 1.051
C -3.809655 0.528264 -3.286658 -0.136 -2.355 -0.278
H -1.206362 -1.355832 -3.366311 -0.171 -0.125 0.045
H -2.426673 -2.236379 -4.287169 -0.164 0.211 -0.166
H -2.915034 -0.751087 -1.754072 0.605 0.064 -0.233
H -4.005290 -1.641291 -2.693467 -0.317 0.319 -0.302
H -3.801120 1.341802 -2.572484 0.230 0.114 -0.041
H -4.823415 0.325704 -3.636277 -0.139 0.518 0.053
O -1.926707 -2.809633 2.174797 -0.388 -0.176 0.144
C -1.405533 -2.786383 1.093859 0.254 0.623 1.074
O -0.812278 -1.676234 0.656974 0.320 0.581 -0.469
C -0.008993 -1.905721 -0.514738 0.833 -1.325 0.541
C -0.395984 -3.337602 -0.983891 0.254 -0.153 -0.496
C -1.261418 -3.922596 0.143961 -0.361 0.979 -0.656
H 1.041495 -2.000474 -0.235165 -0.064 0.586 0.388
H -0.054871 -1.052009 -1.183052 -0.533 -0.156 -0.187
H 0.480358 -3.978822 -1.074177 0.229 0.312 -0.105
H -0.812313 -3.300649 -1.990419 -0.550 -0.232 0.217
H -0.807275 -4.714329 0.732969 -0.154 -0.372 -0.390
H -2.295439 -4.116555 -0.146326 0.181 -0.632 -0.070
O 2.840562 -0.437181 -1.161823 0.994 -0.692 -0.094
C 3.202378 0.452935 -0.445916 -2.766 0.406 -0.480
O 2.675330 0.524344 0.809417 0.572 -0.446 0.792
C 2.774728 1.826633 1.356697 -0.323 2.000 -0.638
C 3.646302 2.629552 0.378336 1.976 0.418 0.763
C 3.868342 1.729866 -0.826034 0.206 0.321 0.129
H 3.166847 1.950492 2.366771 0.134 -1.024 0.064
H 1.790185 2.303418 1.378809 -0.190 -0.431 -0.097
H 4.639861 2.808878 0.814703 -0.161 -0.198 0.280
H 3.316703 3.649911 0.196410 -0.653 -0.324 -0.442
H 4.904337 1.434584 -1.014884 0.075 0.568 -0.093
H 3.425743 2.197235 -1.704115 -0.098 -0.572 -0.251
```
Forces are in eV/Å.

For the strongest force on any atom, the calculation gives 0.055 Eh/bohr. The energy above the lowest of the compared OMol25 structures with the same formula, charge and spin is 0.445 eV. The calculation puts the LUMO energy at 2.32 eV. As for the total charge: -1. The total energy comes out at -1454.5589 Ha. As for the HOMO-LUMO gap: 6.4 eV.

Mulliken atomic charge list, values in e, 5 entries: C 0.52; C 0.37; O -0.76; O -0.78; H -0.21

---

3.
Formula: C18H27OPd
Source: OMol25
Level of theory: ωB97M-V/def2-TZVPD

```
47
Properties=species:S:1:pos:R:3:forces:R:3
C -0.475700 0.833500 -4.678900 0.021 -0.022 0.171
C 0.106300 2.196100 -4.624900 0.047 0.179 -0.019
C 0.356000 -0.281800 -5.191400 0.076 -0.105 -0.085
C -1.951000 0.684600 -4.678600 -0.168 0.007 -0.028
H 0.396000 -0.296800 -6.292200 -0.008 0.009 0.026
H -0.034900 -1.254000 -4.887700 -0.052 -0.078 -0.008
H 1.389600 -0.209500 -4.850000 0.084 0.032 -0.003
H 0.083900 2.695300 -5.606700 -0.002 -0.034 0.008
H 1.152000 2.180700 -4.314500 0.086 -0.021 -0.009
H -0.441500 2.846100 -3.941000 -0.060 0.027 0.027
H -2.384800 0.861500 -5.675600 0.025 -0.008 0.014
H -2.432400 1.395900 -4.006100 -0.010 0.078 0.028
H -2.258900 -0.320500 -4.386900 -0.018 -0.105 -0.013
C 2.220400 0.011500 1.118700 0.042 -0.629 -0.536
C 2.360700 -0.725100 -0.082500 -0.009 -0.231 0.909
C 2.180000 0.159900 -1.176200 -0.330 0.803 -0.276
H 2.572400 -1.778800 -0.153700 0.064 -0.040 0.004
C 1.940900 1.448700 -0.650800 -0.422 -0.334 -0.614
C 1.962500 1.355600 0.764900 0.383 0.233 -0.421
H 1.827600 2.167300 1.460200 0.211 -0.013 -0.430
H 2.327800 -0.373000 2.118800 -0.029 -0.090 0.018
H 2.245400 -0.097700 -2.220000 -0.007 -0.011 -0.057
H 1.785100 2.344400 -1.227200 0.019 0.067 -0.019
C -2.223600 -0.999600 0.561400 -0.344 -0.276 -0.333
C -1.237600 -1.939800 0.938500 0.516 -0.306 -0.438
C -0.599300 -2.384400 -0.244900 0.135 -0.124 0.866
H -1.033800 -2.281800 1.939200 0.068 -0.011 0.032
C -1.183800 -1.712000 -1.349300 -0.458 0.700 -0.287
C -2.193000 -0.860000 -0.849100 0.585 0.240 -0.556
H -2.831000 -0.218800 -1.431700 -0.074 -0.004 -0.083
H -2.896000 -0.488900 1.228800 -0.031 -0.282 -0.361
H 0.194800 -3.110500 -0.297800 -0.008 -0.073 -0.002
H -0.923900 -1.848100 -2.385700 0.012 0.007 -0.061
Pd 0.000000 0.000000 0.000000 0.475 -0.875 0.175
C -1.788200 1.619900 3.924000 -1.289 0.811 0.495
C -0.375800 1.519900 4.266000 0.736 -0.137 1.144
C 0.195800 1.673300 2.868800 1.974 0.553 1.810
O -0.569700 0.852400 1.964600 -0.487 1.253 2.442
C -1.795500 0.710100 2.707900 -2.576 0.431 0.653
H -2.500000 1.327300 4.727100 0.315 0.017 -0.751
H -1.997600 2.677100 3.628800 -0.137 -0.750 0.179
H -0.168500 0.494500 4.662500 0.133 0.737 -0.238
H -0.015800 2.271000 5.002000 0.020 -0.451 -0.651
H 0.128900 2.747700 2.564600 0.432 -0.903 0.055
H 1.201400 1.281100 3.112500 -0.147 0.474 -1.487
H -1.878500 -0.330600 3.100100 -0.299 0.631 -0.826
H -2.658900 1.168400 2.176100 0.507 -1.376 -0.465
```
Forces are in eV/Å.

For the strongest force on any atom, the calculation gives 0.054 Eh/bohr. As for the expectation value of S²: 6.02. The calculation puts the LUMO energy (alpha / beta) at -2.19 / -5.41 eV. The spin multiplicity is 5. As for the total charge: +1. The total energy comes out at -904.7035 Ha. As for the HOMO-LUMO gap (alpha / beta): 7.2 / 6.3 eV.

Mulliken atomic charge list, values in e, 5 entries: C 0.98; C -1.30; C -1.23; C -1.31; H 0.36

---

4.
Formula: C18H28BF16N2O18S4Zr
Source: OMol25
Level of theory: ωB97M-V/def2-TZVPD

```
88
Properties=species:S:1:pos:R:3:forces:R:3
Zr -0.543859 -0.268791 1.888195 -2.144 4.543 3.680
N -1.721165 -1.956807 2.086929 1.897 1.461 0.838
S -2.692794 -3.023742 1.487583 -2.874 -4.572 -2.991
O -4.087056 -2.657346 1.472662 0.543 -0.288 0.553
O -2.289002 -4.447796 1.390204 -0.107 1.407 0.592
F -2.370571 -2.731151 -0.056405 0.672 1.085 -1.170
S -1.992046 -2.808298 3.597242 -2.272 -3.466 3.322
O -1.082210 -3.891818 3.993144 0.101 1.268 -1.062
O -3.333369 -2.883196 4.213644 1.696 1.123 -0.389
F -1.314371 -1.608392 4.385561 0.514 1.030 0.268
N 0.775875 4.060877 3.078811 0.937 -2.032 -3.955
S -0.340875 4.681675 2.166964 -6.215 0.883 1.689
O -1.413354 3.756008 1.731367 2.184 1.088 0.017
O 0.056505 5.660043 1.211388 0.179 0.696 -0.215
F -1.120078 5.486288 3.333219 0.952 -0.124 -0.947
S 1.373662 3.109284 1.678144 1.980 -0.448 3.771
O 1.849741 3.792510 0.485741 -1.005 -1.887 1.217
O 0.825548 1.729348 1.678335 1.096 1.868 -0.565
F 2.721615 2.875788 2.534441 0.228 -0.537 -0.881
B -0.876717 0.341073 -0.157196 -0.313 0.461 -2.163
H -0.924266 0.568590 -1.210857 -0.465 1.112 -3.174
H -1.176313 1.076024 0.573780 -1.594 3.246 2.402
H -1.382947 -0.593088 0.030716 -2.047 -3.745 0.921
H 0.164138 0.154607 0.057502 4.190 -0.803 0.749
O -1.442526 1.125649 3.268242 3.175 -3.536 -2.312
C -2.335891 1.718213 4.195560 -0.947 1.131 -1.074
C -1.971262 2.496649 5.517778 3.616 0.965 0.776
O -0.910182 3.462982 5.612086 -2.105 -1.984 -0.829
H -3.045510 0.916849 4.401369 -0.391 0.148 0.504
H -2.802735 2.496337 3.591679 -0.437 0.032 -0.202
H -1.792531 1.702081 6.242219 0.237 -0.677 0.556
H -2.894654 2.947689 5.881110 -0.927 0.054 -0.514
C 6.666647 0.072689 1.446294 1.696 -1.178 -0.289
C 5.199655 0.065754 1.137323 0.322 1.424 3.091
O 4.934479 0.659250 -0.079151 -1.378 -0.481 -3.163
C 3.666689 0.641987 -0.581302 -2.039 -0.845 4.507
O 2.645189 0.312647 0.096620 4.472 0.873 -3.434
C 3.626967 1.376138 -1.936682 0.153 1.097 0.038
F 3.649041 0.616320 -3.032777 -0.311 -0.659 0.171
F 2.512379 2.080487 -1.895113 -0.161 0.125 -0.602
F 4.675021 2.224628 -2.092986 -0.477 -0.372 0.455
H 7.287062 0.822625 0.955596 -0.422 0.059 -0.386
H 7.066776 -0.915296 1.218518 0.453 0.039 -0.305
H 6.909283 0.203741 2.500830 -0.607 0.046 0.174
H 4.877262 0.798398 1.877182 -1.190 -0.393 0.231
H 4.793346 -0.924637 1.342577 -0.467 0.210 -0.522
C 0.952518 -6.400692 0.993941 1.356 1.463 0.242
C 1.192532 -4.866168 1.123782 -1.245 -0.974 1.474
O 1.436868 -4.317814 -0.167511 -0.330 1.218 -1.177
C 1.063754 -3.066989 -0.395886 -0.006 1.411 2.068
O 0.759784 -2.224721 0.464213 0.682 -2.042 -1.790
C 1.102844 -2.644527 -1.913783 0.346 -0.019 0.765
F 1.879408 -1.501303 -2.003289 -0.499 -2.186 -0.470
F 1.536716 -3.701962 -2.696706 -0.269 2.171 0.815
F -0.117381 -2.288638 -2.284352 0.230 -0.412 -0.219
H 0.356537 -6.702664 1.855171 -0.319 -0.109 -0.436
H 1.925593 -6.883110 1.086197 -0.030 -0.319 -0.220
H 0.542933 -6.588576 0.001452 -0.369 -0.253 0.371
H 1.976194 -4.596344 1.831712 0.383 -0.119 -0.337
H 0.291266 -4.445284 1.569529 -0.182 0.281 -0.385
C -3.326263 1.658961 -1.903260 0.100 0.133 -0.404
C -3.936434 0.284012 -1.723919 1.301 0.627 1.000
O -5.017120 0.378833 -0.778998 -0.861 -0.817 0.993
C -4.788963 0.206735 0.566696 4.141 -1.113 -0.975
O -3.674357 0.023218 1.057021 -3.367 0.805 -1.066
C -6.095019 0.332925 1.351005 -0.274 -1.173 -0.943
F -6.955492 -0.742022 1.194099 0.875 1.278 -0.375
F -5.922754 0.483075 2.615085 0.545 -0.022 1.581
F -6.631446 1.442391 0.877342 -1.425 0.716 -0.350
H -2.808299 2.087557 -1.045293 0.007 -0.443 0.123
H -4.057336 2.411539 -2.198671 -0.203 -0.184 -0.241
H -2.611846 1.508920 -2.712702 0.257 0.460 -0.073
H -3.170205 -0.410835 -1.380147 -0.098 -0.003 0.448
H -4.194151 -0.109855 -2.707044 -1.182 0.044 0.297
C -0.053953 0.057133 -4.055847 -0.467 1.125 -0.813
C -0.222105 1.274967 -5.090928 0.096 -1.752 1.922
O 1.043570 1.909983 -5.245963 3.538 -0.765 -2.005
C 2.035803 1.215367 -6.010267 -3.432 -1.917 -0.763
O 1.804233 0.154932 -6.609851 0.931 3.116 1.819
C 3.410462 1.955524 -6.182512 -1.632 -0.549 0.137
F 3.387680 2.703645 -7.278205 -0.354 0.587 -0.594
F 3.643670 2.698850 -5.147702 0.377 1.177 1.211
F 4.398395 1.112290 -6.331807 0.655 -1.110 -0.002
H 0.048073 0.358923 -3.013437 0.223 0.574 -0.234
H 0.827720 -0.529988 -4.312812 -0.258 -0.101 -0.177
H -0.953039 -0.558524 -4.029060 0.047 -0.160 -0.438
H -0.850270 2.046820 -4.646230 0.039 -0.041 -0.113
H -0.650723 0.950542 -6.039149 0.273 -0.053 -0.048
```
Forces are in eV/Å.

For the strongest force on any atom, the calculation gives 0.126 Eh/bohr. As for the expectation value of S²: 0.75. The calculation puts the LUMO energy (alpha / beta) at 3.13 / 3.13 eV. The spin multiplicity is 2. As for the total charge: -2. The total energy comes out at -5428.7700 Ha. As for the HOMO-LUMO gap (alpha / beta): 3.4 / 3.4 eV.

Mulliken atomic charge list, values in e, 5 entries: Zr 1.81; N 0.08; S 0.56; O -0.59; O -0.67